DFT (ωB97M-V/def2-TZVPD) results for a 20-piece molecular cluster, C99H140N4O43 overall in a non-equilibrium geometry.

Geometry as XYZ:
```
286
Properties=species:S:1:pos:R:3:lowdin_charge:R:1
O -2.73 2.93 -1.55 0.26
H -3.53 2.58 -1.15 0.07
H -2.01 2.69 -0.96 0.08
H -2.83 3.86 -1.75 0.08
O -2.59 -3.59 2.22 0.23
H -2.91 -4.27 1.62 0.05
H -1.76 -3.96 2.53 0.10
H -2.40 -2.73 1.82 0.08
C -1.50 0.83 0.84 -0.01
C -1.42 -0.47 1.28 -0.33
C -0.13 -1.35 1.17 -0.34
O -0.11 -2.63 1.46 -0.06
C 0.98 -0.76 0.71 -0.01
C 1.06 0.66 0.33 -0.24
C -0.36 1.46 0.33 -0.24
O -0.34 2.59 -0.26 -0.05
O 2.04 1.00 -0.31 -0.01
O -2.53 -0.91 1.71 -0.04
H -2.44 1.37 0.89 0.10
H 1.84 -1.41 0.74 0.11
C -2.79 4.18 2.18 -0.08
O -3.34 4.61 0.97 -0.21
C -2.95 5.91 0.48 -0.16
C -3.78 6.28 -0.77 -0.17
N -3.29 5.70 -2.00 -0.09
C -2.16 6.36 -2.61 -0.16
C -1.86 5.69 -4.04 -0.12
O -1.85 4.23 -3.90 -0.24
C -0.92 3.69 -4.86 -0.06
H -2.97 3.10 2.12 0.07
H -3.14 4.72 3.06 0.11
H -1.70 4.24 2.14 0.07
H -1.87 6.06 0.39 0.12
H -3.24 6.67 1.20 0.12
H -3.76 7.37 -0.86 0.12
H -4.81 5.93 -0.77 0.12
H -4.08 5.59 -2.63 0.11
H -1.29 6.29 -1.96 0.09
H -2.34 7.41 -2.82 0.12
H -0.96 6.24 -4.32 0.12
H -2.65 5.97 -4.74 0.12
H -1.07 2.61 -4.89 0.09
H 0.09 4.03 -4.61 0.08
H -1.27 3.90 -5.86 0.10
C -8.52 2.47 -2.51 -0.07
O -8.18 1.67 -1.36 -0.21
C -7.49 2.24 -0.27 -0.18
C -6.00 2.65 -0.60 -0.18
N -5.03 1.58 -0.71 -0.06
C -5.26 0.60 -1.82 -0.14
C -4.13 -0.43 -1.93 -0.16
O -2.75 -0.01 -2.31 -0.20
C -1.73 -1.07 -2.14 -0.04
H -9.13 1.96 -3.25 0.09
H -7.60 2.81 -2.97 0.06
H -9.01 3.39 -2.19 0.08
H -7.55 1.76 0.71 0.11
H -8.12 3.11 -0.11 0.11
H -5.68 3.35 0.18 0.11
H -5.88 3.26 -1.49 0.11
H -5.11 1.12 0.19 0.08
H -5.23 1.17 -2.75 0.10
H -6.20 0.09 -1.59 0.13
H -4.59 -1.07 -2.69 0.11
H -4.16 -1.01 -1.01 0.11
H -1.81 -1.94 -2.79 0.09
H -1.62 -1.32 -1.09 0.07
H -0.86 -0.52 -2.49 0.08
C 7.23 3.83 -4.57 -0.13
O 6.53 3.52 -3.42 -0.22
C 7.36 2.88 -2.41 -0.17
C 6.83 2.95 -0.99 -0.20
N 6.84 4.35 -0.45 -0.03
C 6.42 4.21 0.97 -0.21
C 6.49 5.57 1.67 -0.23
O 5.95 6.59 0.85 -0.19
C 4.52 6.70 0.94 -0.07
H 7.41 2.88 -5.07 0.09
H 8.14 4.41 -4.42 0.10
H 6.69 4.40 -5.32 0.10
H 8.31 3.40 -2.41 0.12
H 7.55 1.82 -2.57 0.12
H 7.46 2.26 -0.43 0.11
H 5.80 2.62 -0.86 0.11
H 6.11 4.89 -0.90 0.09
H 7.10 3.48 1.41 0.12
H 5.37 3.94 0.85 0.10
H 7.58 5.65 1.68 0.11
H 6.21 5.63 2.72 0.12
H 4.28 7.43 1.71 0.09
H 4.00 5.74 0.88 0.07
H 4.20 7.24 0.05 0.08
C -7.84 -6.46 0.24 -0.12
O -6.86 -5.65 0.86 -0.22
C -5.86 -6.45 1.64 -0.14
C -4.70 -5.50 1.98 -0.18
N -4.09 -5.14 0.70 -0.07
C -3.14 -6.13 0.16 -0.13
C -2.19 -6.92 1.16 -0.13
O -1.22 -5.92 1.69 -0.20
C -0.33 -6.55 2.55 -0.13
H -7.38 -6.94 -0.62 0.08
H -8.67 -5.90 -0.20 0.08
H -8.31 -7.12 0.97 0.09
H -5.59 -7.28 0.99 0.11
H -6.42 -6.80 2.50 0.12
H -4.01 -5.92 2.71 0.13
H -5.13 -4.66 2.53 0.10
H -4.81 -4.71 0.14 0.13
H -2.42 -5.75 -0.56 0.12
H -3.82 -6.86 -0.28 0.11
H -1.64 -7.72 0.67 0.12
H -2.70 -7.49 1.94 0.12
H 0.63 -6.02 2.60 0.09
H -0.23 -7.59 2.23 0.08
H -0.65 -6.61 3.59 0.09
C -4.84 -3.39 5.05 -0.01
C -5.16 -2.61 3.98 -0.04
C -6.42 -2.69 3.35 -0.31
C -7.43 -3.45 3.86 -0.03
C -7.17 -4.26 4.94 0.00
C -5.88 -4.20 5.54 -0.33
O -5.73 -5.13 6.47 0.05
O -6.62 -1.72 2.37 0.02
H -3.85 -3.30 5.47 0.10
H -4.41 -1.91 3.64 0.11
H -8.39 -3.49 3.37 0.12
H -7.95 -4.83 5.41 0.12
H -5.21 -4.75 7.18 0.11
H -6.26 -0.83 2.51 0.06
C 6.65 -0.75 0.72 0.02
C 5.34 -0.20 0.79 0.00
C 4.92 0.31 2.02 -0.28
C 5.82 0.51 3.10 0.02
C 7.10 -0.09 3.00 -0.03
C 7.51 -0.71 1.86 -0.34
O 8.72 -1.34 1.84 0.03
O 3.66 0.89 2.05 0.00
H 7.07 -1.11 -0.21 0.11
H 4.66 -0.25 -0.05 0.10
H 5.69 1.06 4.02 0.11
H 7.91 -0.02 3.71 0.12
H 9.03 -1.47 0.93 0.12
H 3.15 0.80 1.24 0.04
C 3.16 -9.23 0.02 0.00
C 2.38 -8.05 -0.07 0.01
C 2.67 -7.23 -1.10 -0.34
C 3.76 -7.39 -1.93 -0.01
C 4.55 -8.50 -1.76 -0.01
C 4.19 -9.49 -0.85 -0.34
O 5.06 -10.54 -0.69 0.04
O 1.88 -6.10 -1.30 0.00
H 3.07 -10.05 0.71 0.12
H 1.63 -7.89 0.70 0.10
H 4.18 -6.74 -2.68 0.12
H 5.52 -8.57 -2.24 0.12
H 5.32 -10.89 -1.55 0.10
H 1.74 -5.70 -0.44 0.06
C -4.29 1.26 4.50 0.02
C -4.59 1.74 5.83 0.02
C -5.71 2.63 5.91 -0.31
C -6.57 2.91 4.82 -0.01
C -6.34 2.33 3.59 -0.02
C -5.28 1.41 3.42 -0.29
O -5.01 0.96 2.17 -0.01
O -6.10 3.06 7.14 0.02
H -3.44 0.60 4.38 0.09
H -3.91 1.47 6.62 0.10
H -7.49 3.44 5.02 0.12
H -6.95 2.65 2.76 0.10
H -4.21 0.43 2.10 0.06
H -6.01 2.38 7.81 0.10
C 3.11 6.54 -2.76 -0.01
C 1.89 6.36 -2.12 -0.03
C 1.47 5.08 -1.82 -0.33
C 2.15 3.98 -2.24 0.00
C 3.47 4.18 -2.73 0.01
C 3.91 5.44 -3.06 -0.34
O 5.11 5.76 -3.58 0.05
O 0.32 4.86 -1.07 -0.01
H 3.56 7.50 -2.93 0.12
H 1.30 7.18 -1.76 0.11
H 1.76 2.98 -2.07 0.10
H 4.14 3.34 -2.84 0.10
H 5.65 4.96 -3.60 0.03
H 0.09 3.95 -0.89 0.00
C 4.53 -4.47 0.58 -0.01
C 5.83 -4.28 0.90 0.00
C 6.21 -3.82 2.18 -0.32
C 5.18 -3.24 2.96 0.02
C 3.81 -3.25 2.50 -0.01
C 3.52 -3.93 1.35 -0.35
O 2.26 -4.16 0.97 0.03
O 7.51 -3.86 2.54 0.04
H 4.26 -5.13 -0.23 0.11
H 6.59 -4.74 0.29 0.12
H 5.45 -2.76 3.88 0.11
H 2.96 -2.83 3.03 0.09
H 1.54 -3.66 1.38 0.05
H 8.00 -3.04 2.63 0.07
C 4.53 2.58 -6.60 0.00
C 4.15 3.41 -7.70 0.02
C 2.84 3.90 -7.67 -0.34
C 1.91 3.57 -6.67 -0.02
C 2.30 2.74 -5.66 -0.03
C 3.63 2.28 -5.61 -0.34
O 3.99 1.40 -4.66 0.03
O 2.40 4.76 -8.61 0.04
H 5.58 2.35 -6.45 0.10
H 4.86 3.77 -8.43 0.11
H 0.86 3.80 -6.76 0.09
H 1.56 2.43 -4.95 0.09
H 3.32 0.99 -4.11 0.02
H 1.50 5.08 -8.49 0.10
C 0.78 -1.80 -5.06 0.00
C 1.36 -0.65 -4.55 0.00
C 1.83 -0.54 -3.27 -0.32
C 1.66 -1.64 -2.44 0.01
C 1.21 -2.88 -3.03 -0.01
C 0.67 -2.91 -4.28 -0.37
O 0.50 -4.06 -4.97 0.07
O 2.59 0.45 -2.74 0.02
H 0.69 -1.86 -6.14 0.13
H 1.53 0.19 -5.21 0.10
H 2.22 -1.67 -1.52 0.10
H 1.07 -3.70 -2.35 0.11
H 0.72 -4.71 -4.30 0.10
H 2.38 0.68 -1.83 0.04
C -6.45 1.40 -6.13 0.01
C -5.94 2.51 -5.46 -0.04
C -4.69 2.64 -4.86 -0.32
C -3.91 1.48 -4.79 -0.02
C -4.31 0.30 -5.49 -0.02
C -5.54 0.34 -6.10 -0.31
O -5.92 -0.94 -6.49 0.02
O -4.27 3.79 -4.24 0.01
H -7.47 1.38 -6.47 0.12
H -6.62 3.34 -5.41 0.11
H -2.95 1.53 -4.31 0.10
H -3.67 -0.55 -5.32 0.12
H -5.16 -1.42 -6.15 0.08
H -3.32 3.92 -4.24 0.00
C -0.45 -0.33 4.90 -0.02
C 0.75 0.25 4.53 0.02
C 1.62 0.81 5.52 -0.33
C 1.25 0.67 6.79 -0.04
C 0.07 0.07 7.23 0.01
C -0.78 -0.51 6.21 -0.33
O -1.83 -1.27 6.62 0.04
O 2.84 1.29 5.13 0.05
H -1.22 -0.64 4.20 0.11
H 1.00 0.36 3.48 0.10
H 1.96 1.02 7.53 0.12
H -0.13 -0.17 8.26 0.11
H -1.70 -1.36 7.57 0.10
H 3.05 1.13 4.20 0.06
C 0.79 3.72 3.23 -0.13
C 2.11 3.97 2.58 -0.13
O 2.27 5.34 2.79 0.06
C 1.16 5.91 3.32 -0.54
O 0.89 7.05 3.61 0.15
O 0.21 4.98 3.33 0.06
H 0.92 3.29 4.23 0.13
H 0.18 3.05 2.63 0.12
H 2.21 3.76 1.51 0.13
H 2.90 3.41 3.06 0.12
C 1.70 -3.96 5.29 -0.10
C 1.08 -3.67 6.71 -0.10
O -0.27 -3.77 6.50 0.07
C -0.56 -4.05 5.24 -0.51
O -1.71 -4.31 4.87 0.11
O 0.58 -4.12 4.48 0.05
H 2.42 -4.78 5.32 0.14
H 2.27 -3.07 5.05 0.11
H 1.26 -2.70 7.19 0.12
H 1.32 -4.42 7.47 0.13
C 5.26 -2.24 -2.40 -0.12
C 4.72 -3.12 -3.49 -0.14
O 5.69 -4.09 -3.75 0.08
C 6.67 -3.93 -2.81 -0.56
O 7.60 -4.69 -2.59 0.12
O 6.37 -2.98 -1.99 0.06
H 4.60 -2.03 -1.56 0.12
H 5.62 -1.33 -2.87 0.14
H 4.74 -2.45 -4.35 0.13
H 3.70 -3.50 -3.45 0.12
```

E_LUMO: -0.95 eV
2S+1: 1
Energy: -7310.269474 a.u.
Frontier orbital gap: 0.238 Eh